Entry 1:
180
Properties=species:S:1:pos:R:3:mulliken_charge:R:1 method="wB97M-V/def2-TZVPD" total_energy_ev=-116501.3140 charge=+2 largest_force_ev_per_a=4.06
C -5.869 -3.309 1.676 -1.27
C -5.245 -2.320 2.622 -0.28
C -6.208 -1.362 3.307 0.32
C -6.929 -0.630 2.221 -1.20
N -7.649 0.656 2.735 0.42
C -8.589 0.379 3.919 -0.08
C -9.910 1.067 3.606 -0.77
C -9.574 1.886 2.392 -0.52
C -8.608 0.978 1.698 -0.77
C -6.701 1.694 3.132 -0.74
H -6.352 -2.765 0.846 0.25
H -6.636 -3.998 2.071 0.32
H -5.164 -3.950 1.218 0.31
H -4.368 -1.804 2.150 0.03
H -4.705 -2.900 3.382 0.40
H -5.794 -0.796 4.154 -0.20
H -6.965 -2.056 3.668 0.31
H -7.650 -1.348 1.771 0.45
H -6.327 -0.158 1.440 0.48
H -8.117 0.726 4.848 0.14
H -8.625 -0.723 3.938 0.27
H -10.347 1.632 4.414 0.38
H -10.653 0.260 3.399 0.32
H -9.149 2.849 2.740 0.26
H -10.448 2.229 1.827 0.44
H -8.145 1.472 0.880 0.43
H -9.105 0.102 1.368 0.46
H -6.199 1.277 3.964 0.15
H -7.258 2.512 3.415 0.49
H -6.013 2.021 2.329 0.11
C 0.577 2.040 -5.451 -1.16
C -0.080 2.500 -4.189 1.39
C 0.401 3.879 -3.833 -0.86
O -0.168 4.771 -4.749 -0.39
C 0.652 5.878 -4.899 -0.80
N -1.527 2.442 -4.192 -0.52
H -1.706 2.315 -2.499 0.19
H -2.055 3.181 -4.681 0.26
H -1.847 1.584 -4.634 0.09
H 1.691 1.852 -5.298 0.18
H 0.372 2.783 -6.252 0.37
H 0.135 1.040 -5.693 0.21
H 0.192 1.817 -3.354 -0.56
H 1.495 3.940 -3.793 0.28
H 0.236 4.212 -2.840 0.52
H 0.684 6.595 -4.050 0.28
H 0.325 6.453 -5.765 0.31
H 1.727 5.633 -5.144 0.31
C 6.861 -2.784 -5.746 -1.60
C 6.135 -3.301 -4.597 0.96
C 5.184 -4.366 -5.047 -1.13
O 4.828 -4.909 -3.803 -0.19
C 3.895 -5.915 -3.804 -0.86
N 7.159 -3.912 -3.616 0.15
H 7.225 -3.376 -2.698 -0.13
H 7.047 -4.874 -3.423 0.39
H 8.070 -3.918 -4.014 0.44
H 7.612 -3.496 -6.154 0.46
H 7.461 -1.899 -5.521 0.28
H 6.197 -2.555 -6.578 0.44
H 5.663 -2.561 -3.979 0.16
H 5.567 -5.198 -5.649 0.42
H 4.377 -3.893 -5.639 0.43
H 4.327 -6.815 -4.299 0.34
H 2.923 -5.693 -4.245 0.30
H 3.634 -6.278 -2.821 0.27
C 5.617 -3.984 -0.205 -1.38
C 7.221 -3.937 -0.090 0.51
C 7.796 -5.232 -0.423 -0.68
O 9.211 -5.138 -0.532 -0.39
C 9.974 -5.506 0.636 -0.68
N 7.684 -2.931 -0.958 -0.57
H 4.753 0.710 -0.432 0.34
H 7.190 -2.082 -0.753 0.15
H 8.703 -2.788 -0.982 0.26
H 5.201 -4.395 -1.136 0.10
H 5.153 -3.025 0.073 0.45
H 5.231 -4.625 0.570 0.45
H 7.432 -3.786 1.027 0.31
H 7.466 -5.587 -1.444 -0.06
H 7.485 -6.004 0.315 0.52
H 9.469 -6.315 1.145 0.34
H 10.095 -4.638 1.287 0.27
H 10.949 -5.784 0.232 0.25
C -4.303 -0.721 8.485 -1.55
C -5.387 -0.007 7.786 0.18
C -4.990 0.995 6.759 -0.66
O -4.407 0.251 5.683 -0.34
C -3.441 1.159 4.950 -0.86
N -6.443 -0.783 7.187 -0.48
H -6.113 -1.675 6.875 0.19
H -7.223 -0.974 7.838 0.26
H 3.135 7.505 3.928 0.40
H -3.898 -1.589 8.035 0.39
H -4.572 -0.984 9.532 0.34
H -3.338 -0.224 8.623 0.38
H -5.883 0.572 8.598 0.30
H -4.288 1.745 7.135 0.63
H -5.807 1.582 6.488 0.32
H -3.463 0.828 3.900 0.10
H -2.441 1.034 5.381 0.41
H -3.709 2.220 4.938 0.42
C 1.020 -1.480 0.930 -1.39
C 0.161 -1.534 -0.314 0.56
C -1.394 -1.614 0.044 -0.38
O -1.865 -2.786 0.747 -0.39
C -2.082 -3.925 -0.114 -0.59
N 0.468 -0.501 -1.289 0.14
H -0.812 -0.962 -3.161 0.07
H 0.079 0.427 -1.116 -0.08
H 1.484 -0.507 -1.654 0.03
H 2.113 -1.410 0.640 0.17
H 0.876 -2.415 1.509 0.37
H 0.848 -0.611 1.591 0.28
H 0.356 -2.512 -0.876 0.06
H -1.992 -1.568 -0.830 0.35
H -1.618 -0.738 0.731 0.12
H -2.574 -3.507 -0.982 0.13
H -2.768 -4.680 0.341 0.29
H -1.159 -4.498 -0.333 0.27
C 5.157 1.353 -2.165 -0.15
O 6.488 1.213 -2.302 -0.41
O 4.513 0.440 -1.322 -0.40
C 4.739 2.728 -1.758 0.76
F 4.984 2.923 -0.394 -0.30
F 5.350 3.626 -2.498 -0.25
F 3.426 2.851 -1.875 -0.15
C 7.001 0.347 -3.243 0.03
C 8.488 0.424 -3.195 -1.34
H 8.926 1.357 -3.675 0.35
H 8.844 0.513 -2.153 0.35
H 8.786 -0.499 -3.759 0.31
H 6.697 0.708 -4.200 0.52
H 6.696 -0.669 -2.975 0.07
H 4.730 1.090 -3.201 0.25
C -2.967 3.059 -1.337 0.08
O -2.804 4.325 -0.985 -0.42
O -1.825 2.405 -1.529 -0.17
C -3.800 2.369 -0.175 0.72
F -4.720 3.269 0.318 -0.35
F -4.405 1.369 -0.769 -0.21
F -3.073 1.906 0.893 -0.23
C -1.835 4.538 0.052 0.37
C -1.650 5.992 0.415 -1.54
H -1.061 6.562 -0.361 0.26
H -2.597 6.472 0.417 0.42
H -1.046 5.913 1.259 0.42
H -0.886 4.081 -0.228 0.15
H -2.308 4.019 0.883 0.07
H -3.657 3.005 -2.205 0.34
C -1.621 -2.187 -4.515 -0.57
O -2.128 -3.159 -3.577 -0.41
O -1.405 -0.968 -3.918 -0.11
C -0.315 -2.878 -5.039 0.67
F -0.728 -3.848 -6.001 -0.32
F 0.490 -2.061 -5.674 -0.27
F 0.398 -3.430 -4.068 -0.24
C -3.512 -3.311 -3.877 -0.37
C -4.409 -2.106 -3.744 -0.93
H -4.115 -1.237 -4.339 0.25
H -5.425 -2.295 -4.066 0.47
H -4.500 -1.733 -2.677 0.11
H -3.884 -4.056 -3.125 0.30
H -3.503 -3.757 -4.884 0.49
H -2.287 -2.079 -5.316 0.97
C 1.962 6.065 4.459 -0.20
O 2.636 5.271 5.405 -0.34
O 2.387 7.387 4.496 -0.51
C 2.064 5.520 3.074 0.80
F 1.981 4.160 3.053 -0.26
F 1.035 6.027 2.311 -0.25
F 3.238 5.814 2.424 -0.29
C 4.011 5.471 5.636 0.07
C 4.569 4.277 6.303 -1.31
H 4.181 4.098 7.326 0.29
H 4.379 3.354 5.756 0.33
H 5.644 4.196 6.303 0.40
H 4.075 6.301 6.293 0.24
H 4.487 5.705 4.673 0.25
H 0.937 5.908 4.875 0.36

=====

Entry 2:
195
Properties=species:S:1:pos:R:3:mulliken_charge:R:1 method="wB97M-V/def2-TZVPD" total_energy_ev=-171697.4179 charge=0 smiles="CN(C)P(=O)(N(C)C)N(C)C.CN(C)P(=O)(N(C)C)N(C)C.CN(C)P(=O)(N(C)C)N(C)C.CN(C)P(=O)(N(C)C)N(C)C.CN(C)P(=O)(N(C)C)N(C)C.O=C1OC[C@@H](F)O1.O=C1OC[C@@H](F)O1.O=C1OC[C@@H](F)O1.O=C1OC[C@@H](F)O1.O=C1OC[C@@H](F)O1" relative_energy_kcal_mol=127.17 largest_force_ev_per_a=6.52
C -1.987 -0.183 8.395 -1.01
N -0.804 -0.250 9.273 0.31
C -0.696 0.848 10.264 -1.07
P 0.282 -1.521 9.358 0.21
O 1.602 -1.040 9.921 -0.84
N -0.414 -2.636 10.363 0.33
C 0.376 -3.643 11.087 -1.16
C -1.858 -2.709 10.497 -1.10
N 0.176 -2.264 7.801 0.40
C -0.372 -3.681 7.573 -1.05
C 1.178 -1.908 6.800 -1.09
H -2.915 -0.655 8.720 0.26
H -1.886 -0.862 7.549 0.33
H -2.034 0.830 7.995 0.36
H 0.090 0.451 10.906 0.30
H -1.578 1.122 10.843 0.32
H -0.358 1.679 9.645 0.38
H 1.397 -3.280 11.209 0.33
H -0.010 -3.686 12.106 0.42
H 0.153 -4.590 10.596 0.33
H -2.132 -1.993 11.271 0.29
H -2.500 -2.566 9.627 0.29
H -2.111 -3.705 10.861 0.44
H -0.649 -3.898 6.542 0.36
H 0.411 -4.368 7.894 0.38
H -1.173 -4.057 8.209 0.27
H 2.039 -2.572 6.885 0.28
H 1.351 -0.839 6.925 0.35
H 0.715 -2.050 5.824 0.35
C 2.244 -10.642 3.381 -0.92
N 2.656 -9.242 3.111 0.15
C 3.816 -8.918 3.875 -0.90
P 2.381 -8.363 1.648 0.20
O 2.920 -6.972 1.681 -0.82
N 3.265 -9.239 0.420 0.22
C 4.667 -8.877 0.088 -0.86
C 2.802 -10.718 0.141 -1.04
N 0.720 -8.520 1.061 0.25
C -0.391 -9.300 1.820 -1.06
C 0.222 -7.465 0.075 -0.99
H 1.211 -10.742 3.714 0.23
H 2.783 -11.093 4.214 0.39
H 2.395 -11.335 2.553 0.28
H 3.943 -9.513 4.779 0.39
H 3.820 -7.856 4.119 0.32
H 4.690 -9.023 3.232 0.24
H 4.924 -9.523 -0.752 0.33
H 4.930 -7.854 -0.182 0.22
H 5.225 -9.121 0.992 0.29
H 1.742 -10.833 0.370 0.32
H 2.825 -10.841 -0.942 0.38
H 3.444 -11.481 0.582 0.31
H -1.332 -9.385 1.276 0.38
H -0.266 -10.366 2.006 0.31
H -0.697 -8.782 2.729 0.37
H -0.355 -8.015 -0.669 0.33
H 1.028 -6.888 -0.378 0.32
H -0.467 -6.834 0.637 0.34
C 0.381 3.138 -9.034 -1.04
N -1.035 3.381 -9.321 0.28
C -1.371 4.468 -10.225 -1.31
P -2.279 2.291 -8.917 0.41
O -2.018 1.491 -7.683 -0.92
N -3.843 2.951 -8.857 0.23
C -5.035 2.102 -8.657 -1.06
C -3.972 4.343 -8.332 -1.09
N -2.329 1.261 -10.312 0.24
C -2.422 1.694 -11.708 -1.08
C -1.724 -0.072 -10.171 -1.13
H 1.046 3.974 -9.254 0.42
H 0.706 2.215 -9.514 0.30
H 0.555 3.013 -7.965 0.32
H -1.447 5.371 -9.619 0.37
H -2.228 4.255 -10.864 0.40
H -0.608 4.606 -10.991 0.47
H -5.018 1.343 -9.440 0.32
H -5.098 1.714 -7.641 0.28
H -5.923 2.699 -8.866 0.40
H -4.515 4.410 -7.390 0.38
H -3.092 4.970 -8.186 0.34
H -4.583 4.848 -9.080 0.36
H -3.338 2.254 -11.898 0.25
H -1.537 2.313 -11.858 0.31
H -2.579 0.851 -12.380 0.49
H -2.427 -0.851 -9.875 0.29
H -0.864 -0.210 -9.516 0.30
H -1.384 -0.417 -11.148 0.45
C 2.617 5.306 5.365 -1.13
N 3.278 6.620 5.179 0.36
C 2.441 7.806 5.608 -1.02
P 4.854 6.700 4.684 0.10
O 5.594 5.463 4.974 -0.85
N 4.619 7.017 2.982 0.18
C 3.610 8.045 2.477 -0.89
C 4.868 5.878 2.027 -0.92
N 5.552 8.103 5.478 0.23
C 6.234 7.701 6.727 -1.02
C 6.143 9.214 4.668 -0.88
H 1.714 5.331 5.974 0.42
H 3.161 4.603 5.995 0.30
H 2.281 4.938 4.395 0.30
H 2.537 7.926 6.687 0.37
H 1.407 7.924 5.282 0.35
H 3.008 8.695 5.333 0.36
H 3.720 8.929 3.105 0.22
H 3.736 8.375 1.446 0.36
H 2.572 7.727 2.577 0.30
H 4.139 5.068 2.024 0.31
H 4.704 6.155 0.986 0.34
H 5.836 5.391 2.146 0.28
H 5.618 7.014 7.306 0.32
H 7.191 7.193 6.604 0.31
H 6.315 8.602 7.334 0.38
H 5.364 9.584 4.001 0.20
H 7.016 8.777 4.182 0.32
H 6.544 9.952 5.363 0.37
C -9.706 0.441 2.157 -1.04
N -8.383 0.752 2.671 0.25
C -8.166 0.257 4.105 -1.06
P -7.476 2.135 2.213 0.21
O -7.733 3.323 3.079 -0.82
N -5.773 1.618 2.037 0.23
C -5.401 0.278 1.631 -0.98
C -4.738 2.669 2.053 -1.05
N -8.107 2.460 0.654 0.19
C -7.754 1.641 -0.524 -1.00
C -9.032 3.614 0.459 -1.03
H -9.950 -0.622 2.157 0.36
H -9.889 0.525 1.086 0.26
H -10.363 1.164 2.640 0.39
H -7.793 -0.766 4.164 0.30
H -9.030 0.380 4.759 0.37
H -7.418 0.937 4.512 0.36
H -5.971 -0.254 0.870 0.27
H -4.433 0.455 1.163 0.45
H -5.240 -0.287 2.549 0.28
H -4.667 3.144 3.032 0.34
H -3.727 2.266 1.992 0.43
H -4.789 3.502 1.351 0.32
H -8.588 1.756 -1.216 0.39
H -6.848 1.961 -1.039 0.26
H -7.631 0.581 -0.303 0.31
H -8.632 4.591 0.186 0.31
H -9.726 3.799 1.278 0.31
H -9.728 3.399 -0.352 0.38
O 4.216 -3.999 -8.201 -0.54
C 5.051 -4.346 -9.096 0.66
O 5.166 -3.713 -10.291 -0.30
C 6.289 -4.216 -11.001 -0.41
C 6.720 -5.464 -10.245 0.41
F 8.056 -5.477 -9.986 -0.27
O 5.914 -5.472 -9.061 -0.30
H 5.906 -4.636 -11.932 0.23
H 7.042 -3.513 -11.359 0.30
H 6.475 -6.281 -10.923 0.22
O 8.382 -3.902 3.262 -0.54
C 8.210 -2.696 2.916 0.69
O 7.767 -1.682 3.694 -0.30
C 7.557 -0.456 2.981 -0.37
C 7.308 -1.129 1.578 0.23
F 7.626 -0.373 0.409 -0.28
O 8.177 -2.228 1.640 -0.31
H 6.805 0.231 3.371 0.31
H 8.351 0.286 2.913 0.26
H 6.363 -1.665 1.495 0.30
O -6.016 -7.299 -3.041 -0.52
C -6.095 -6.331 -3.840 0.63
O -6.471 -6.438 -5.197 -0.29
C -6.587 -5.162 -5.787 -0.33
C -5.913 -4.320 -4.773 0.28
F -6.500 -3.079 -4.689 -0.29
O -6.035 -4.935 -3.507 -0.26
H -6.122 -5.032 -6.764 0.27
H -7.655 -4.944 -5.784 0.28
H -4.866 -4.127 -5.005 0.24
O 1.338 11.291 -7.870 -0.52
C 1.637 10.675 -6.819 0.62
O 0.648 10.165 -5.849 -0.32
C 1.319 9.598 -4.785 -0.33
C 2.774 9.435 -5.188 0.22
F 3.050 8.223 -5.638 -0.25
O 2.865 10.230 -6.455 -0.31
H 1.405 10.288 -3.945 0.27
H 1.013 8.678 -4.287 0.34
H 3.654 9.746 -4.624 0.29
O 0.825 3.254 -2.842 -0.52
C 0.936 2.052 -2.946 0.61
O 2.129 1.453 -3.345 -0.30
C 1.765 0.080 -3.618 -0.49
C 0.703 -0.209 -2.553 0.30
F 1.333 -0.351 -1.330 -0.27
O -0.020 1.070 -2.599 -0.30
H 1.360 0.031 -4.628 0.29
H 2.588 -0.631 -3.684 0.35
H 0.115 -1.075 -2.857 0.33